(1)
The following is a quantum chemistry calculation of a single C7H10 molecule, from OMol25.

ORCA input file:
```
! RIJCOSX wB97M-V def2-TZVPD def2/J DEFGRID3
* xyz 0 1
C 1.5051 0.9901 0.4965
C 1.1495 0.3456 -0.6946
C 0.2462 -0.8559 -0.7096
C 0.0596 -1.6652 0.5576
C -0.6034 0.3518 -0.9393
C -1.1157 1.1135 0.2140
C -2.3619 0.9232 0.2739
H 1.5576 0.4410 1.4333
H 2.1296 1.8785 0.4436
H -0.1635 1.5133 0.8430
H 1.5756 0.6791 -1.6368
H 0.3454 -1.4838 -1.5966
H -0.7987 -2.3365 0.4466
H 0.9489 -2.2669 0.7721
H -0.1377 -1.0259 1.4219
H -0.9617 0.5782 -1.9374
H -3.3749 0.8198 0.6116
*
```

Output
Frontier orbital gap (spin up / spin down) (eV): 7.66 / 7.80
HOMO energy (spin up / spin down) (eV): -7.613 / -7.459

(2)
The following is a quantum chemistry calculation of a molecular structure, C24H19N3O2PSV, from OMol25.

ORCA input file:
```
! RIJCOSX wB97M-V def2-TZVPD def2/J DEFGRID3
* xyz 2 1
V 2.1448 -0.5271 1.0804
O 1.3642 0.0287 4.0788
C 1.6111 -0.9795 3.5081
O 2.7346 -1.0892 2.6559
C 0.7603 -2.2105 3.3220
P 0.4376 -2.1981 1.4981
C 0.4683 -3.8522 0.8373
C 1.6515 -4.4583 0.4164
C 1.6282 -5.7784 0.0013
C 0.4345 -6.4884 0.0113
C -0.7420 -5.8864 0.4396
C -0.7354 -4.5663 0.8549
C -1.0957 -1.3536 1.1539
C -1.7041 -0.5321 2.1063
C -2.8502 0.1678 1.7654
C -3.3782 0.0586 0.4847
C -2.7642 -0.7490 -0.4665
C -1.6194 -1.4544 -0.1397
H -0.1426 -2.1932 3.9289
H 1.3394 -3.1124 3.5276
H 2.5888 -3.9180 0.4256
H 2.5414 -6.2540 -0.3282
H 0.4217 -7.5193 -0.3154
H -1.6673 -6.4457 0.4473
H -1.6559 -4.0980 1.1808
H -1.3096 -0.4381 3.1109
H -3.3394 0.7858 2.5059
H -4.2812 0.5966 0.2288
H -3.1867 -0.8405 -1.4577
H -1.1526 -2.0996 -0.8752
S 3.0817 -1.3428 -0.4144
N -0.5649 7.0312 -5.8735
C -0.3376 6.3503 -4.9783
C -0.0586 5.4883 -3.8652
C -0.9124 5.4805 -2.7639
C -0.6507 4.6433 -1.6944
C 0.4699 3.8276 -1.7369
C 1.3368 3.8344 -2.8193
C 1.0657 4.6657 -3.8915
N 0.7345 2.9546 -0.6275
C 0.4874 3.2439 0.7062
C 0.8749 2.1670 1.4199
N 1.3607 1.2079 0.5332
C 1.2569 1.7377 -0.6975
H -1.7818 6.1225 -2.7526
H -1.3329 4.6170 -0.8553
H 2.2370 3.2339 -2.8233
H 1.7316 4.6928 -4.7425
H 0.1018 4.1981 1.0182
H 0.8710 2.0086 2.4860
H 1.5271 1.2426 -1.6146
*
```

Output
Frontier orbital gap (eV): 6.06
HOMO energy (eV): -14.710

(3)
The following is a quantum chemistry calculation of 13 unconnected molecules or ions with the total composition C14H54N8O18, from OMol25.

ORCA input file:
```
! RIJCOSX wB97M-V def2-TZVPD def2/J DEFGRID3
* xyz 0 1
C 7.7759 20.5134 16.6964
O 7.6212 20.9484 17.7970
N 7.7864 21.2694 15.6474
N 7.8833 19.2609 16.5379
H 8.2959 21.0638 14.7998
H 7.5687 22.2162 15.9235
H 7.5214 18.8112 17.3668
H 8.3527 18.7267 15.8208
C 6.3331 15.5883 16.1414
O 6.4324 14.9627 15.0895
N 7.2666 16.4299 16.5333
N 5.2754 15.6428 16.8612
H 8.0709 16.6739 15.9732
H 7.0598 16.9051 17.4002
H 5.3005 16.2973 17.6300
H 4.4519 15.3457 16.3575
C 5.7518 21.9482 11.5023
O 6.9091 22.1358 11.2035
N 5.3639 21.1549 12.4525
N 4.7698 22.6592 11.0013
H 4.3713 21.1448 12.6389
H 6.1444 20.7105 12.9145
H 5.0459 23.5344 10.5796
H 3.8332 22.4516 11.3174
C 6.9146 24.6525 14.5025
O 6.7914 23.9406 15.5674
N 6.0099 25.4047 13.9458
N 8.0639 24.9081 13.9107
H 6.1008 25.9024 13.0717
H 5.1430 25.3098 14.4554
H 8.8301 24.5124 14.4366
H 8.1411 25.4701 13.0750
C 8.3920 15.6798 11.8061
C 9.5715 16.1012 12.8511
O 9.5027 17.4041 13.3109
O 8.5838 14.2819 11.4948
H 8.6039 16.3212 10.9507
H 7.4223 16.0052 12.1828
H 10.4999 15.8716 12.3283
H 9.5406 15.4899 13.7531
H 9.8949 17.3337 14.1843
H 7.6942 14.0077 11.2606
C 7.3064 21.5822 21.7976
C 5.8147 21.9128 21.5916
O 4.8822 21.6399 22.6177
O 7.6788 20.3507 21.1587
H 7.5050 21.4893 22.8653
H 7.8897 22.4864 21.6239
H 5.5489 21.3854 20.6755
H 5.8252 22.9822 21.3808
H 4.9562 20.7054 22.8250
H 7.8848 20.5427 20.2409
C 4.0598 21.8755 16.6656
C 3.7784 22.0809 18.1600
O 4.9290 22.7285 18.6571
O 4.0674 23.1773 16.0417
H 3.3139 21.2016 16.2441
H 4.9876 21.3347 16.4788
H 3.6380 21.1832 18.7621
H 2.8656 22.6694 18.0677
H 5.7047 22.2315 18.3870
H 4.9930 23.4160 15.9530
C 10.9798 21.6515 13.2880
C 12.4170 21.0609 13.4880
O 12.8498 20.6840 14.8306
O 10.1408 20.5876 13.6477
H 10.7427 21.9967 12.2817
H 10.8309 22.4712 13.9908
H 13.0551 21.8804 13.1573
H 12.7065 20.2455 12.8252
H 12.9604 19.7311 14.8686
H 10.3415 20.5401 14.5853
C 8.9945 24.1591 19.6868
C 9.7718 24.5202 20.9114
O 11.1267 24.7437 20.5009
O 9.5019 22.9624 18.9937
H 9.1142 24.9974 19.0005
H 7.9209 24.1520 19.8749
H 9.7853 23.6489 21.5661
H 9.4787 25.4617 21.3760
H 11.3068 24.0617 19.8497
H 8.9485 22.6882 18.2588
O 8.5835 17.8227 19.9717
H 8.5415 18.5768 20.5597
H 7.8949 17.2359 20.2843
O 5.6615 17.8985 18.5693
H 4.8987 18.3054 18.9801
H 6.3846 18.0851 19.1680
O 8.1334 19.4864 11.9000
H 8.0814 20.4414 11.9382
H 8.9032 19.2668 12.4247
O 10.3652 17.3346 15.8850
H 10.4202 16.3878 16.0144
H 10.7466 17.7079 16.6796
*
```

Output
Frontier orbital gap (eV): 9.32
HOMO energy (eV): -9.412

(4)
The following is a quantum chemistry calculation of a molecular structure, C4H5FS, from OMol25.

ORCA input file:
```
! RIJCOSX wB97M-V def2-TZVPD def2/J DEFGRID3
* xyz 0 1
C 0.1868 0.4693 -0.8821
C -0.7067 0.6079 0.3384
C 0.0846 -0.4818 1.0553
C 0.5608 -0.8628 -0.2993
H 1.0247 1.1711 -0.9514
H -0.7893 1.6507 0.6401
H -1.6901 0.2231 -0.0407
H -0.3432 -1.1361 1.7812
H 0.9555 -0.0750 1.5222
F -0.4621 0.5620 -2.0469
S 1.1790 -2.1285 -1.1167
*
```

Output
Frontier orbital gap (eV): 8.38
HOMO energy (eV): -8.808